56
Properties=species:S:1:pos:R:3:mulliken_spin:R:1 method="wB97M-V/def2-TZVPD" relative_energy_ev=0.000 total_charge=-1 orbital_gap_ev="4.09 / 7.43" e_homo_ev="-1.5 / -4.8" multiplicity=3
C 2.10 -0.02 2.53 -0.011
C 2.26 -0.79 1.33 0.029
C 1.86 0.02 0.23 0.024
H 2.69 -1.79 1.27 0.005
C 1.40 1.28 0.74 0.104
C 1.57 1.27 2.15 -0.022
H 1.07 2.13 0.15 -0.015
C -1.09 -2.10 2.85 0.080
C 0.09 -2.66 2.26 -0.003
C -0.06 -2.60 0.83 -0.056
H 0.93 -3.09 2.80 0.005
C -1.34 -2.02 0.54 0.144
C -1.98 -1.71 1.80 -0.030
H 2.00 -0.23 -0.82 -0.008
H 1.40 2.11 2.82 -0.002
H 2.40 -0.31 3.54 0.006
H -2.99 -1.30 1.89 -0.012
H 0.62 -3.01 0.08 0.000
H -1.27 -2.00 3.92 0.000
Ti -0.05 -0.39 1.60 1.810
C -1.74 -1.41 -0.79 0.020
C -3.26 -1.30 -0.92 0.001
C -1.13 -2.23 -1.94 0.011
H -3.74 -2.27 -0.71 0.000
H -3.53 -1.00 -1.94 0.001
H -3.64 -0.55 -0.22 0.001
H -1.46 -3.28 -1.87 0.003
H -0.03 -2.23 -1.93 0.002
H -1.47 -1.84 -2.91 -0.002
C -1.06 -0.01 -0.72 0.139
C -1.91 1.19 -1.12 -0.022
H -0.12 0.03 -1.27 -0.037
H -0.93 0.35 0.37 -0.195
O -2.64 1.62 -0.22 0.022
N -1.67 1.73 -2.38 0.004
C -0.50 2.63 -2.44 0.008
H -2.52 2.18 -2.73 -0.003
C 0.79 1.90 -2.76 -0.004
C 2.02 2.52 -2.48 0.012
H 2.01 3.51 -2.01 0.001
C 3.22 1.89 -2.81 -0.005
H 4.16 2.40 -2.58 -0.002
C 3.22 0.65 -3.45 0.003
H 4.16 0.18 -3.74 0.000
C 2.00 0.03 -3.74 0.004
H 1.97 -0.93 -4.26 0.000
C 0.79 0.65 -3.40 -0.006
H -0.17 0.19 -3.66 -0.002
H -0.39 3.15 -1.47 0.000
H -0.71 3.40 -3.20 0.000
B -0.46 0.64 5.64 0.002
C -0.78 0.75 4.18 0.011
N -0.97 0.79 3.02 -0.018
H -1.42 1.09 6.23 0.003
H 0.55 1.31 5.82 -0.001
H -0.26 -0.53 5.90 0.001

61
Properties=species:S:1:pos:R:3:mulliken_charge:R:1 method="wB97M-V/def2-TZVPD" relative_energy_ev=0.067 total_charge=-2 orbital_gap_ev=5.22 e_homo_ev=-1.1
K 2.30 -1.80 2.57 0.764
C -2.32 -0.93 3.02 -0.800
Sb -3.36 0.77 2.23 0.737
C -1.75 1.66 1.13 -0.458
C -4.35 -0.20 0.55 -1.704
C -4.15 0.42 -0.79 0.799
C -4.75 1.68 -1.03 -0.578
C -4.57 2.35 -2.25 -0.566
C -3.88 1.77 -3.26 -0.697
C -3.24 0.55 -3.00 -0.402
C -3.37 -0.13 -1.80 0.868
C -2.64 -1.41 -1.61 -2.272
Sb -0.71 -1.40 -0.58 0.673
C -0.43 -3.46 -1.14 -1.386
C 0.24 -0.52 -2.31 -0.909
H -2.95 -1.35 3.84 0.351
H -1.41 -0.59 3.42 0.064
H -2.22 -1.72 2.31 0.221
H -1.94 2.73 1.07 0.450
H -1.75 1.25 0.12 -0.122
H -0.80 1.45 1.61 -0.051
H -5.39 -0.19 0.79 0.601
H -4.04 -1.26 0.54 0.362
H -5.34 2.12 -0.23 0.407
H -5.15 3.27 -2.39 0.326
H -3.74 2.19 -4.23 0.406
H -2.67 0.08 -3.81 0.309
H -2.33 -1.87 -2.51 0.753
H -3.22 -2.08 -0.99 0.705
H 0.03 -3.48 -2.15 0.382
H -1.41 -3.95 -1.15 0.383
H 0.24 -4.00 -0.47 0.335
H 0.15 -1.19 -3.17 0.415
H 1.28 -0.34 -2.08 -0.102
H -0.17 0.44 -2.55 0.384
Se 0.22 -1.62 5.53 -0.630
Se 1.55 -3.57 5.58 -0.265
Te 1.19 -5.06 3.58 -0.138
Se 3.41 -4.77 2.48 -0.795
I 3.21 -2.86 -1.39 0.077
C 3.84 -0.88 -1.83 0.189
C 4.71 -0.82 -2.89 -0.806
C 5.28 0.43 -3.24 -0.528
C 4.84 1.54 -2.58 -0.675
C 3.97 1.48 -1.51 1.070
C 3.62 2.64 -0.77 -0.884
C 2.85 2.55 0.34 -0.971
C 2.29 1.29 0.75 0.185
C 2.56 0.08 0.11 0.009
C 3.43 0.23 -1.04 -0.413
H 4.99 -1.71 -3.41 0.381
H 5.90 0.52 -4.13 0.313
H 5.25 2.52 -2.86 0.261
H 4.00 3.61 -1.09 0.272
H 2.55 3.44 0.82 0.408
H 1.59 1.32 1.61 0.357
Cl 0.46 2.64 4.62 -0.173
C 1.70 1.69 5.41 0.280
Cl 3.12 1.60 4.35 -0.174
H 1.34 0.68 5.52 -0.303
H 1.97 2.19 6.32 0.306

61
Properties=species:S:1:pos:R:3:mulliken_spin:R:1 method="wB97M-V/def2-TZVPD" total_charge=+3 orbital_gap_ev="7.62 / 2.99" e_homo_ev="-16.3 / -15.5" multiplicity=6
Ni -0.25 2.78 3.42 0.966
Ni 2.74 3.01 2.21 1.729
O 1.41 3.97 3.24 0.136
H 1.47 4.89 3.56 0.000
C 0.00 1.21 -0.06 -0.009
C 0.68 0.51 1.09 0.003
O 0.92 1.47 2.10 0.098
H -0.29 0.46 -0.79 0.001
H 0.81 1.78 -0.52 0.003
H -0.84 1.83 0.25 -0.002
H 1.58 0.01 0.73 0.000
H 0.03 -0.28 1.47 0.012
N -5.25 0.80 -1.23 0.763
C -5.98 -0.33 -1.38 0.028
C -5.67 -1.50 -0.70 0.071
C -4.60 -1.57 0.10 -0.017
C -3.78 -0.45 0.27 0.074
C -4.10 0.71 -0.46 0.019
H -6.74 -0.40 -2.14 0.024
H -6.22 -2.39 -0.98 0.010
H -4.36 -2.47 0.63 0.011
H -2.90 -0.41 0.89 0.011
H -3.43 1.55 -0.51 0.006
N -0.01 -5.17 -0.75 0.000
C 0.31 -4.65 -1.96 0.001
C -0.10 -3.35 -2.34 0.001
C -0.77 -2.58 -1.40 -0.001
C -1.01 -3.08 -0.12 0.002
C -0.62 -4.37 0.14 0.001
H 0.73 -5.41 -2.60 0.000
H -0.01 -2.95 -3.34 0.000
H -1.20 -1.67 -1.77 -0.001
H -1.44 -2.41 0.61 -0.001
H -0.87 -4.81 1.10 0.000
N 1.85 -3.16 4.38 0.522
C 1.99 -2.52 3.14 0.146
C 2.39 -3.17 1.98 0.055
C 2.70 -4.53 2.03 0.009
C 2.69 -5.18 3.27 0.197
C 2.32 -4.50 4.41 0.011
H 1.73 -1.48 3.14 0.032
H 2.56 -2.70 1.02 0.003
H 3.01 -4.97 1.10 0.005
H 2.86 -6.22 3.49 0.015
H 2.13 -4.99 5.35 0.004
N 2.27 4.25 0.32 0.052
C 0.99 4.70 0.05 0.010
C 0.70 5.55 -1.00 0.001
C 1.69 6.09 -1.74 -0.003
C 2.94 5.51 -1.65 0.004
C 3.19 4.63 -0.61 -0.001
H 0.16 4.26 0.58 0.000
H -0.30 5.90 -1.23 0.000
H 1.51 6.88 -2.46 0.000
H 3.71 5.77 -2.35 0.001
H 4.24 4.39 -0.70 0.000
C 0.62 2.11 -4.25 0.000
Cl 0.39 3.87 -4.60 0.000
Cl -0.91 1.16 -4.01 0.000
H 1.17 1.67 -5.09 0.000
H 1.13 1.93 -3.30 0.000